Density functional theory data (ωB97M-V/def2-TZVPD) for 10 unconnected molecules or ions with the total composition C24H72N4O14.

Computed properties:
F_max: 3.6 eV/A
energy above the lowest of the compared OMol25 structures with the same formula, charge and spin: 4.636 eV
E_HOMO: -8.099 eV
SMILES: COCCNCCOC.COCCNCCOC.COCCNCCOC.COCCNCCOC.O.O.O.O.O.O
LUMO: 0.3 eV
M: 640.85 g mol⁻¹
E: -2229.66079 hartree

ORCA input file:
```
! wB97M-V def2-TZVPD RIJCOSX def2/J DEFGRID3
* xyz 0 1
O -1.4651 4.1652 0.6191
O 0.9102 4.2124 -2.8040
O 6.9114 -2.6042 6.1413
O -6.7352 -1.4569 3.1944
O 5.1298 -1.8892 -0.2594
O 2.9345 -5.5594 3.4721
O -0.5074 -3.2781 -4.2935
O 1.7005 6.8673 -5.4138
O -0.2581 0.1667 -6.4782
O -0.8845 0.8582 -2.1578
O -3.2013 4.0875 -6.8287
O 2.2407 -0.6936 3.1282
O -5.9584 1.6033 -0.9312
O -1.5148 -2.8749 0.0965
N 0.8873 -3.4848 3.4197
N 6.3188 -1.5230 2.5948
N -1.0361 5.8604 -5.5709
N -4.8337 -0.4870 0.8010
C -3.6403 2.7405 -6.9332
C -4.8732 -0.2982 2.2874
C 0.8421 -2.1576 4.1265
C 3.0479 7.2426 -5.4634
C -6.1694 -0.5718 0.1201
C -2.4658 5.7431 -5.2994
C -5.9810 0.2027 -1.1906
C 3.4474 -6.6521 2.7299
C -7.0532 2.1572 -0.1834
C 6.7908 -2.8797 4.7345
C 2.5394 0.5911 2.5180
C 0.9642 -4.5906 4.4542
C 0.9310 -0.9741 3.1963
C 6.4084 -1.5241 4.0259
C 5.8148 -2.9344 0.5248
C 1.5559 -5.8521 3.9215
C -0.6397 7.3480 -5.5708
C 3.7371 -2.2298 -0.5785
C 0.7936 7.5331 -6.2299
C -7.2928 -2.5399 3.8737
C -5.3366 -1.5234 3.0832
C 6.8158 -3.8571 6.8417
C 5.5596 -2.6318 1.9946
C -3.1699 4.3963 -5.4591
H 0.4637 -1.1851 2.2344
H -3.8838 0.0848 2.5374
H -8.0379 1.8893 -0.5663
H -0.5321 7.6207 -4.5209
H 0.8393 7.1563 -7.2517
H -2.9858 1.9826 -6.5028
H -1.5153 4.8926 1.2394
H -2.4056 -2.5391 0.1961
H 3.7303 6.8937 -4.6884
H -6.9854 3.2420 -0.2657
H 6.9733 -0.6566 4.3673
H -0.0647 -1.9613 4.6985
H 6.8873 -2.9323 0.3301
H -6.4082 -1.6217 -0.0495
H 5.9536 -0.7047 2.1289
H -4.5359 2.5069 -6.3576
H 5.4494 -1.1433 4.3773
H -6.8562 -3.5249 3.7085
H 1.7204 1.2904 2.6859
H 6.8789 -3.6118 7.9019
H -0.4392 0.8857 -5.8729
H 3.3848 6.9578 -6.4601
H -7.2610 -2.2938 4.9351
H -2.7528 6.4215 -6.1028
H -4.1375 4.4804 -4.9644
H 0.3389 -0.1496 3.5935
H 4.5143 -2.4247 2.2235
H -5.4717 0.5981 2.4499
H -5.1169 -0.0419 -1.8083
H 0.9651 3.2621 -2.9049
H -6.9197 0.0134 -1.7112
H -2.7145 6.1997 -4.3414
H 7.7738 -3.2073 4.3961
H 2.6699 0.3954 1.4537
H -6.9930 -0.2513 0.7581
H -0.1022 -4.6205 4.6778
H -1.2629 8.1185 -6.0248
H 7.6894 -4.4355 6.5413
H 1.8052 -3.5731 3.0076
H 5.4378 -3.8955 0.1752
H -1.1947 -2.9755 0.9930
H -1.3271 1.3626 -1.4752
H 3.4557 0.9528 2.9846
H 2.8107 -7.0281 1.9290
H 1.5010 -4.3297 5.3662
H 4.3603 -6.2873 2.2592
H 3.1147 8.3148 -5.2789
H -0.9276 5.6440 -6.5515
H 3.3792 -1.5514 -1.3530
H -0.4666 0.1357 -1.6893
H 5.9181 -4.4683 6.7483
H 3.7133 -3.3007 -0.7802
H -2.6116 3.6849 -4.8506
H 3.0850 -2.1356 0.2898
H -8.3344 -2.6766 3.5829
H -5.0359 -2.3739 2.4714
H -4.4716 0.3107 0.2983
H 1.6647 -2.0526 4.8339
H -7.0736 1.9204 0.8804
H -1.2956 -3.2007 -3.7559
H 0.3805 0.5263 -7.0939
H 0.9815 8.5969 -6.3752
H -4.8710 -1.6637 4.0588
H 1.7137 -6.6010 4.6976
H 0.5592 4.5224 -3.6388
H 6.0292 -3.6484 4.6037
H -0.4068 -2.4161 -4.6974
H 3.7112 -7.3541 3.5209
H -3.7429 2.5210 -7.9959
H 0.9753 -6.2388 3.0840
H 5.9395 -3.4992 2.5345
H -0.8910 4.4831 -0.0776
*
```

Mulliken population analysis, charges in e, atoms 1 to 5: atom 1 (O): -0.62, atom 2 (O): -0.63, atom 3 (O): -0.36, atom 4 (O): -0.28, atom 5 (O): -0.38